No. 1
Formula: C6H14NO
Source: OMol25
Level of theory: wB97M-V/def2-TZVPD

Last column: natural (NBO) charge in e.
Cartesian coordinates (Å):
C1 -4.559 -0.809 -0.219  -0.60
C2 -3.382 0.181 -0.145  -0.22
N1 -2.182 -0.492 0.315  -0.85
C3 -1.068 0.199 -0.172  -0.39
C4 4.437 -0.285 1.061  -0.62
C5 3.781 0.044 -0.352  -0.34
C6 2.427 0.666 -0.228  0.19
O1 1.665 1.438 -0.960  -0.57
H1 -4.867 -1.303 0.758  0.18
H2 -5.372 -0.215 -0.724  0.16
H3 -4.382 -1.593 -0.927  0.18
H4 -3.281 0.622 -1.174  0.11
H5 -3.825 0.983 0.519  0.09
H6 -0.729 -0.216 -1.193  0.09
H7 -1.355 1.265 -0.355  0.12
H8 -0.248 0.265 0.516  0.14
H9 3.700 -0.937 1.448  0.23
H10 5.389 -0.817 0.934  0.21
H11 4.516 0.576 1.705  0.21
H12 4.462 0.323 -1.231  0.24
H13 2.204 0.658 0.913  0.14
H14 2.670 -0.553 -0.489  0.30

The net charge is -1. Its LUMO energy is 2.871 eV. For the energy above the lowest of the compared OMol25 structures with the same formula, charge and spin, the calculation gives 5.6980 eV. The calculation puts the HOMO-LUMO gap at 3.54 eV.

No. 2
Formula: C6H14NO
Source: OMol25
Level of theory: wB97M-V/def2-TZVPD

Last column: natural (NBO) charge in e.
Cartesian coordinates (Å):
C1 -3.159 0.104 1.400  -0.61
C2 -1.762 0.085 0.739  -0.45
C3 -1.459 1.382 0.028  -0.15
C4 -0.528 2.219 0.552  -0.42
H1 -3.995 0.552 0.845  0.21
H2 -3.549 -0.882 1.737  0.21
H3 -3.071 0.695 2.327  0.20
H4 -1.845 -0.768 0.062  0.22
H5 -0.955 -0.190 1.435  0.21
H6 -1.975 1.619 -0.922  0.21
H7 -0.311 3.159 0.006  0.20
H8 -0.017 2.028 1.500  0.19
C5 2.680 -1.017 0.535  -0.43
N1 2.578 -0.635 -0.867  -0.63
C6 1.347 -1.160 -1.553  0.00
O1 0.182 -0.631 -1.109  -0.30
H9 1.644 -0.950 1.025  0.18
H10 3.414 -0.348 1.050  0.21
H11 3.046 -2.069 0.614  0.19
H12 2.460 0.377 -0.944  0.35
H13 1.398 -2.320 -1.334  0.22
H14 1.534 -1.087 -2.663  0.20

Its LUMO energy (spin up / spin down) is 1.003 / -1.765 eV. For the energy above the lowest of the compared OMol25 structures with the same formula, charge and spin, the calculation gives 1.7841 eV. The spin multiplicity is 2. The calculation puts the HOMO-LUMO gap (spin up / spin down) at 10.30 / 7.47 eV.

No. 3
Formula: C6H14NO
Source: OMol25
Level of theory: wB97M-V/def2-TZVPD

Last column: natural (NBO) charge in e.
Cartesian coordinates (Å):
O1 0.748 -2.461 -0.078  -0.76
C1 1.432 -1.522 0.315  0.03
C2 1.798 -0.419 -0.624  -0.32
N1 0.950 -0.546 -1.835  -0.71
H1 1.868 -1.459 1.321  0.10
H2 1.682 0.603 -0.297  0.19
H3 2.858 -0.608 -0.834  0.19
H4 1.302 0.028 -2.604  0.40
H5 0.911 -1.555 -2.141  0.45
H6 -0.012 -0.251 -1.617  0.44
C3 -0.705 1.037 1.025  -0.19
C4 -1.526 0.170 0.316  -0.24
C5 -2.474 0.676 -0.758  -0.64
C6 0.226 0.704 2.217  -0.65
H7 -0.781 2.141 0.678  0.18
H8 -1.531 -0.955 0.451  0.23
H9 -2.093 0.387 -1.757  0.18
H10 -3.516 0.327 -0.645  0.23
H11 -2.461 1.737 -0.682  0.21
H12 -0.082 -0.281 2.611  0.24
H13 0.082 1.516 2.971  0.21
H14 1.325 0.729 1.968  0.22

Its LUMO energy (spin up / spin down) is 0.390 / 0.199 eV. For the energy above the lowest of the compared OMol25 structures with the same formula, charge and spin, the calculation gives 2.5365 eV. The spin multiplicity is 2. The calculation puts the HOMO-LUMO gap (spin up / spin down) at 4.03 / 8.18 eV.

No. 4
Formula: C6H14NO
Source: OMol25
Level of theory: wB97M-V/def2-TZVPD

Last column: natural (NBO) charge in e.
Cartesian coordinates (Å):
C1 1.767 1.764 0.200  -0.65
C2 1.591 0.491 0.974  -0.21
C3 1.417 -0.727 0.459  -0.21
C4 1.360 -1.991 1.263  -0.65
H1 1.935 1.586 -0.859  0.23
H2 0.902 2.421 0.289  0.22
H3 2.617 2.312 0.606  0.25
H4 1.768 0.555 2.042  0.21
H5 1.281 -0.800 -0.616  0.19
H6 1.685 -1.818 2.284  0.23
H7 0.351 -2.407 1.302  0.19
H8 1.984 -2.760 0.816  0.25
O1 -1.196 1.264 -1.595  -0.49
C5 -1.264 0.073 -1.696  0.42
C6 -1.750 -0.744 -0.514  -0.34
N1 -1.596 0.100 0.703  -0.70
H9 -0.984 -0.456 -2.619  0.17
H10 -2.809 -0.963 -0.641  0.26
H11 -1.223 -1.686 -0.362  0.25
H12 -2.103 -0.320 1.488  0.44
H13 -0.597 0.167 0.983  0.47
H14 -1.964 1.044 0.564  0.46

The net charge is +1. Its LUMO energy is -3.584 eV. For the energy above the lowest of the compared OMol25 structures with the same formula, charge and spin, the calculation gives 1.0715 eV. The calculation puts the HOMO-LUMO gap at 9.84 eV.

No. 5
Formula: C6H14NO2
Source: OMol25
Level of theory: wB97M-V/def2-TZVPD

Last column: natural (NBO) charge in e.
Cartesian coordinates (Å):
C1 0.820 -1.059 -1.361  -0.02
O1 0.104 0.065 -1.669  -0.97
C2 1.179 -0.974 0.171  -0.09
C3 0.057 -0.681 1.161  -0.41
C4 0.193 0.666 1.908  -0.45
C5 -1.494 2.527 1.441  -0.48
C6 -0.523 1.684 1.101  -0.14
N1 2.145 -2.031 0.623  -0.83
H1 1.807 -1.019 -1.875  0.12
H2 0.295 -1.995 -1.624  0.10
H3 1.749 -0.035 0.103  0.17
H4 -0.927 -0.652 0.680  0.23
H5 -0.016 -1.500 1.885  0.18
H6 1.268 0.849 1.967  0.20
H7 -0.209 0.669 2.933  0.18
H8 -1.575 2.872 2.468  0.18
H9 -1.970 3.029 0.613  0.20
H10 -0.132 1.608 0.066  0.25
H11 2.679 -1.609 1.376  0.33
H12 1.571 -2.718 1.113  0.33
H13 -1.343 -0.179 -2.303  0.51
H14 -2.281 0.923 -2.362  0.44
O2 -2.200 0.075 -2.810  -1.03

The net charge is -1. Its LUMO energy is 3.701 eV. For the energy above the lowest of the compared OMol25 structures with the same formula, charge and spin, the calculation gives 2.2185 eV. The calculation puts the HOMO-LUMO gap at 7.07 eV.

No. 6
Formula: C6H14NO2
Source: OMol25
Level of theory: wB97M-V/def2-TZVPD

Last column: natural (NBO) charge in e.
Cartesian coordinates (Å):
C1 -0.960 -0.314 1.173  0.67
C2 0.422 0.220 -1.217  0.39
C3 -0.008 -1.311 1.758  -0.75
C4 -1.717 0.472 2.095  -0.76
C5 -0.209 1.055 -2.262  -0.63
C6 1.745 -0.537 -1.576  -0.64
N1 0.498 0.785 0.098  -0.74
O1 -1.522 -0.471 -0.003  -0.20
O2 -0.643 -0.922 -1.013  -0.24
H1 0.257 -2.065 1.012  0.27
H2 -0.456 -2.010 2.429  0.27
H3 0.942 -0.959 2.182  0.26
H4 -2.062 -0.062 2.908  0.29
H5 -2.551 1.179 1.789  0.28
H6 -1.127 1.213 2.715  0.29
H7 -0.157 0.364 -3.214  0.26
H8 0.638 1.869 -2.420  0.23
H9 -1.125 1.396 -2.047  0.23
H10 2.540 0.035 -2.064  0.25
H11 1.570 -1.293 -2.197  0.24
H12 2.202 -1.086 -0.630  0.22
H13 0.275 1.774 0.166  0.41
H14 1.448 0.666 0.319  0.41

The net charge is +1. Its LUMO energy is -4.168 eV. For the energy above the lowest of the compared OMol25 structures with the same formula, charge and spin, the calculation gives 4.1694 eV. The calculation puts the HOMO-LUMO gap at 10.76 eV.

No. 7
Formula: C6H14NO2
Source: OMol25
Level of theory: wB97M-V/def2-TZVPD

Last column: natural (NBO) charge in e.
Cartesian coordinates (Å):
C1 -1.242 -0.366 0.054  -0.08
C2 0.014 -0.391 -0.469  0.06
C3 2.225 -0.533 0.317  0.82
C4 -2.419 -0.624 -0.786  -0.64
C5 -1.624 -0.396 1.531  -0.65
C6 0.399 -0.495 -1.832  -0.73
N1 1.118 2.375 0.803  -0.96
O1 2.895 0.427 0.641  -0.64
O2 2.541 -1.783 0.130  -0.66
H1 -3.268 -0.109 -0.453  0.24
H2 -2.775 -1.658 -0.661  0.25
H3 -2.253 -0.454 -1.920  0.22
H4 -1.914 0.475 2.009  0.23
H5 -0.714 -0.728 2.069  0.22
H6 -2.423 -1.258 1.725  0.25
H7 0.966 -1.336 -2.200  0.25
H8 0.997 0.392 -2.078  0.22
H9 -0.522 -0.545 -2.545  0.24
H10 0.352 1.702 0.943  0.45
H11 1.099 2.839 -0.196  0.47
H12 1.189 2.947 1.667  0.45
H13 2.019 1.659 0.746  0.48
H14 3.338 -2.140 0.506  0.52

The net charge is +1. Its LUMO energy is -3.777 eV. For the energy above the lowest of the compared OMol25 structures with the same formula, charge and spin, the calculation gives 3.3167 eV. The calculation puts the HOMO-LUMO gap at 9.09 eV.

No. 8
Formula: C6H14NO3P
Source: OMol25
Level of theory: wB97M-V/def2-TZVPD

Last column: natural (NBO) charge in e.
Cartesian coordinates (Å):
C1 -2.597 0.923 1.951  -0.08
C2 -1.496 -0.403 -2.097  -0.65
C3 2.522 -2.223 0.380  -0.62
C4 -0.288 0.513 -2.074  -0.06
C5 2.326 -1.093 1.447  -0.05
C6 -0.308 1.628 1.832  -0.62
N1 -1.929 1.960 1.899  -0.37
O1 -0.573 -1.015 0.689  -1.11
O2 -0.146 1.136 -0.776  -0.81
O3 1.763 0.111 0.668  -0.84
P1 0.093 0.250 0.588  2.33
H1 -3.687 1.042 1.958  0.17
H2 -2.191 -0.095 2.071  0.18
H3 -1.791 -0.611 -3.087  0.21
H4 -1.326 -1.375 -1.660  0.23
H5 -2.400 -0.050 -1.583  0.22
H6 2.601 -1.683 -0.564  0.22
H7 3.396 -2.696 0.741  0.20
H8 1.874 -2.956 0.325  0.21
H9 -0.523 1.354 -2.673  0.20
H10 0.609 -0.076 -2.241  0.19
H11 3.268 -0.727 1.834  0.19
H12 1.621 -1.325 2.236  0.19
H13 0.022 2.632 1.494  0.26
H14 0.017 1.212 2.709  0.21

Its LUMO energy is 0.961 eV. Its structure (SMILES) is C=NCP(=O)(OCC)OCC. For the energy above the lowest of the compared OMol25 structures with the same formula, charge and spin, the calculation gives 0.7370 eV. The calculation puts the HOMO-LUMO gap at 10.60 eV.

No. 9
Formula: C6H14NO3PS2
Source: OMol25
Level of theory: wB97M-V/def2-TZVPD

Last column: natural (NBO) charge in e.
Cartesian coordinates (Å):
C1 -3.501 0.561 -0.743  -0.55
C2 -2.768 -0.539 -1.625  -0.55
C3 -2.855 -1.160 0.980  -0.84
C4 2.252 -0.661 1.137  -0.49
C5 3.274 -0.480 0.093  -0.21
C6 1.622 0.481 1.783  -0.06
N1 2.602 -0.201 -1.222  -0.83
O1 -0.058 1.925 -1.189  -1.03
O2 -1.342 1.226 0.680  -1.10
O3 1.099 1.347 0.783  -0.82
P1 -0.052 0.737 -0.219  1.61
S1 -2.967 0.526 1.039  1.02
S2 -2.282 -1.855 -0.486  0.27
H1 -3.115 1.362 -1.303  0.25
H2 -4.462 0.220 -0.639  0.23
H3 -3.553 -1.006 -2.230  0.24
H4 -1.964 -0.101 -2.219  0.23
H5 -2.893 -1.720 1.869  0.25
H6 2.480 -1.526 1.760  0.23
H7 1.464 -1.064 0.545  0.21
H8 4.134 -1.312 -0.001  0.17
H9 3.938 0.444 0.321  0.18
H10 2.403 0.990 2.434  0.18
H11 0.886 0.200 2.544  0.19
H12 2.023 -1.020 -1.370  0.35
H13 3.309 -0.160 -1.920  0.36
H14 0.325 2.787 -0.803  0.51

Its LUMO energy is 0.688 eV. For the energy above the lowest of the compared OMol25 structures with the same formula, charge and spin, the calculation gives 2.8552 eV. The calculation puts the HOMO-LUMO gap at 7.75 eV.

No. 10
Formula: C6H14NO3S
Source: OMol25
Level of theory: wB97M-V/def2-TZVPD

Last column: natural (NBO) charge in e.
Cartesian coordinates (Å):
C1 -2.253 1.096 1.426  -0.60
C2 3.504 -0.703 0.961  -0.66
C3 -1.958 1.851 0.104  -0.46
C4 2.687 -1.232 -0.210  -0.04
C5 -2.249 0.889 -1.000  -0.64
C6 2.738 -0.689 -1.451  -0.53
N1 -2.261 -1.639 0.573  0.46
O1 -2.112 -2.565 1.223  -0.09
O2 0.343 0.510 -0.854  -0.90
O3 -1.302 -1.592 -0.694  -0.70
S1 -0.880 -0.238 -1.464  1.52
H1 -1.979 1.443 2.383  0.24
H2 -3.402 0.900 1.631  0.23
H3 -1.797 -0.018 1.457  0.18
H4 4.297 -1.320 1.160  0.25
H5 3.951 0.350 0.689  0.23
H6 3.037 -0.818 1.822  0.23
H7 -2.581 2.829 -0.122  0.26
H8 -0.835 2.216 -0.069  0.25
H9 1.999 -2.135 0.118  0.23
H10 1.391 0.029 -0.919  0.52
H11 -2.698 1.417 -1.931  0.28
H12 -3.187 0.338 -0.763  0.27
H13 2.327 -1.133 -2.230  0.22
H14 3.220 0.215 -1.842  0.25

The net charge is +1. Its LUMO energy is -4.918 eV. For the energy above the lowest of the compared OMol25 structures with the same formula, charge and spin, the calculation gives 6.6524 eV. The calculation puts the HOMO-LUMO gap at 9.21 eV.